Below is a 10-piece molecular cluster, C30H85N5O15 overall at a distorted geometry, with properties calculated with ωB97M-V with the def2-TZVPD basis set.

The geometry in XYZ format:
```
135
Properties=species:S:1:pos:R:3:forces:R:3
O -0.304 -5.096 0.733 0.8 -0.4 -0.4
H 1.153 2.116 -5.810 -0.1 -0.3 0.8
H -1.668 -5.628 2.104 -0.4 -0.6 0.0
H 6.002 0.197 -2.574 -0.2 -0.4 0.4
H -2.351 1.823 2.857 0.1 0.1 -0.4
C 0.631 3.975 -2.225 0.7 0.1 -0.3
C 1.063 2.588 2.329 -0.7 1.0 0.3
O -0.551 4.044 -1.513 -1.3 0.3 -0.5
H -5.919 1.764 3.789 0.5 -0.2 0.1
H -2.805 -3.575 -5.287 0.1 0.1 0.1
H -7.375 3.795 4.470 0.4 0.1 0.0
H 5.321 0.318 0.473 0.7 -0.1 -0.4
C 2.140 -5.066 -1.909 -0.9 -0.3 0.9
N 2.720 0.147 -4.794 1.2 -0.5 0.7
C 1.866 -0.008 -5.921 -1.2 1.5 -0.7
C 2.931 -4.593 -0.698 -0.1 -1.1 -1.8
H 0.242 2.737 -3.961 0.6 0.2 -0.4
O 1.822 -4.045 -2.804 -0.7 1.2 -0.4
H -2.942 -0.955 -2.219 -0.2 -0.3 0.2
C 0.566 -1.899 3.856 0.5 -1.0 0.1
C 1.013 4.271 4.118 -0.1 -1.3 0.1
H -5.394 -0.954 2.052 -0.7 0.0 -0.3
O 1.346 2.920 3.715 -0.2 -0.1 -0.5
O -1.109 -0.577 0.437 -0.2 0.7 -0.1
H 2.486 -3.702 -0.255 0.0 0.1 0.0
H 4.692 -5.098 -0.680 1.0 0.2 -0.4
H 1.647 2.709 -8.709 0.0 1.6 -0.1
C -3.149 -2.691 -3.540 0.3 0.3 0.2
H 2.546 -3.419 -2.875 0.3 0.0 -0.2
H 0.552 -3.284 -1.786 0.2 -0.2 -0.6
H 0.778 -1.584 -4.871 0.5 -0.1 0.0
H -4.359 -0.848 -3.281 -0.4 -0.2 0.2
H 2.899 -0.983 4.963 0.2 0.0 0.0
H 2.904 -5.444 -0.017 0.0 0.2 0.5
O -2.572 -0.384 -4.052 1.1 1.1 -1.8
O -3.523 -3.091 -4.872 -0.3 0.8 0.2
H 2.575 -5.850 -2.530 0.6 -0.4 0.7
H -0.065 4.359 4.253 -0.1 0.3 -0.4
H -8.624 2.707 4.193 -0.1 -0.5 -0.3
C 2.877 1.521 6.451 -0.3 1.1 -1.4
N -8.189 2.542 1.475 0.3 -0.3 -0.9
H -0.733 3.745 2.157 0.0 0.2 -0.1
C -1.285 1.884 3.074 0.8 0.5 0.4
C -3.313 -1.150 -3.225 -1.0 -2.5 1.2
C 3.813 -1.658 1.707 -0.3 0.3 -0.6
H -4.073 -0.209 1.233 0.1 0.6 0.2
H 0.664 0.224 -0.001 0.5 -0.1 0.4
C 0.344 -1.374 -1.334 0.8 -1.2 0.4
H 1.213 -5.434 -1.471 -0.4 -0.1 -0.4
H 1.381 4.118 -1.447 1.0 -0.3 -0.5
C 1.958 -0.446 5.082 -1.0 1.0 1.8
C 0.847 2.692 -3.056 1.2 0.6 0.9
H -0.200 -0.793 -2.079 -0.6 -0.1 0.2
H 3.332 -0.136 -1.789 0.1 -0.1 -0.3
H 0.640 -1.396 0.867 1.0 -0.1 -0.4
H 3.987 2.308 -0.288 0.9 0.0 -0.3
H -6.544 3.592 2.066 0.4 -0.2 0.2
H -1.628 -3.117 -0.387 0.7 -0.3 -0.6
O -5.573 1.161 1.786 0.3 -0.4 0.4
H -8.703 4.267 3.490 0.3 -0.1 -1.0
H -0.366 3.592 -0.686 -0.6 -0.6 0.5
H 1.459 1.609 2.059 -0.1 -0.4 0.7
H 0.114 3.400 -7.813 0.5 0.2 0.4
H 0.696 -1.168 3.058 -0.4 0.1 -0.1
H 1.815 0.315 4.315 0.0 -0.2 -0.5
H 1.360 -1.385 -1.727 0.4 0.3 0.3
H 2.740 2.452 -2.481 0.1 -0.2 0.9
H -2.095 -2.929 -3.394 0.2 0.1 0.1
H -2.237 -5.799 0.415 0.1 0.3 -0.1
O 3.560 -0.528 0.830 0.3 -2.0 -0.2
C 5.246 0.906 -2.237 -0.4 0.4 -0.7
H -0.877 0.875 3.138 -0.1 -0.2 0.0
H 2.150 -0.013 8.390 0.3 0.1 0.4
C 0.637 2.587 -8.316 0.5 -1.3 -1.3
H 2.590 1.926 -6.667 0.5 -0.2 -0.6
H -0.046 -0.076 -4.773 0.4 0.6 0.2
H 1.693 -1.288 7.580 -0.1 -0.5 -0.1
H -1.903 2.397 0.626 -0.2 0.3 0.0
H -3.137 -3.758 1.945 -0.2 -0.1 -0.3
H 3.827 1.303 5.962 0.2 -0.2 0.5
H 2.246 0.787 -4.173 0.1 0.1 0.4
H -1.199 2.346 4.058 0.1 -0.1 0.2
H -0.791 1.284 0.674 -0.1 -0.2 -0.3
H 0.927 0.757 6.630 -0.4 -0.2 -0.4
H 2.993 1.997 7.424 0.2 -0.4 0.1
H -1.512 -3.154 1.973 0.4 -0.4 0.4
H -0.083 -0.942 -6.219 0.2 0.0 -0.4
C -0.472 2.695 2.024 -0.6 -0.1 1.5
H 5.149 -1.168 -0.566 -0.2 -0.7 0.8
H 2.785 1.359 -0.183 -0.9 0.1 0.1
H 2.283 -0.601 -6.735 0.3 -0.2 0.2
H 0.141 -5.073 1.583 0.6 0.1 -0.3
H 1.418 4.399 5.121 0.3 0.0 -0.1
O -0.048 -2.762 -1.247 -0.9 1.0 0.2
C 0.240 -0.778 0.063 -0.6 0.3 -0.7
H 0.413 1.840 -2.532 0.4 -0.3 0.4
H 1.684 3.273 1.751 -0.4 0.3 -0.5
C 4.092 0.468 -1.293 2.1 0.5 0.1
H 5.773 1.782 -1.859 0.1 -0.2 0.7
H -8.493 1.631 1.787 -0.8 -0.4 -0.7
N 2.348 -0.520 7.540 -0.5 -0.3 -0.1
H -2.958 -0.572 -4.911 0.4 0.3 -0.6
H -4.392 -0.039 3.035 0.7 0.4 -0.1
H -3.711 -3.320 -2.850 -0.2 0.3 0.2
C -4.803 -0.039 2.025 -1.0 0.2 0.5
C -7.191 2.813 2.468 -1.7 1.8 1.7
H 0.705 4.805 -2.928 0.0 0.2 0.1
C -1.644 -5.197 1.104 -1.2 2.0 1.7
H 1.422 5.027 3.448 -0.1 0.0 -0.1
H -1.578 -1.408 0.340 -0.6 -0.5 0.1
C 4.648 -0.321 -0.099 -0.9 1.4 -0.1
H 4.293 -2.470 1.161 0.6 0.2 0.0
H -0.396 -2.410 3.872 -0.4 0.7 0.0
H 2.435 2.279 5.804 0.0 0.3 -0.1
C 0.606 -0.660 -5.423 -1.5 -0.7 -0.3
O 0.856 -1.367 5.113 0.2 0.8 0.2
H 4.844 1.331 -3.157 -0.4 -0.3 -0.1
H 2.895 -2.145 2.038 -0.4 0.7 0.0
C -8.015 3.439 3.663 1.1 -0.5 1.1
C -6.452 1.558 2.860 1.2 -0.1 -0.2
O 2.303 2.574 -3.327 -2.5 0.2 -1.0
H -7.605 2.398 0.664 -0.5 -0.5 -0.8
H 0.046 2.280 -9.179 -0.2 0.4 -0.1
H 4.368 -1.348 2.592 0.2 -0.1 -0.1
C 1.925 0.362 6.440 0.9 -1.3 -0.1
H 3.534 0.675 -5.076 0.4 0.0 0.0
O -2.396 -2.975 0.170 -1.0 -0.5 0.8
C -2.209 -3.740 1.374 0.2 -0.5 -1.2
H -7.129 0.728 3.060 -0.4 0.0 0.1
H 1.238 -2.736 3.666 0.6 -0.1 -0.3
C 1.637 1.424 -6.499 -1.0 0.0 0.1
N 3.443 1.690 -0.874 -1.4 0.2 0.6
O 4.265 -4.393 -1.171 0.2 0.1 1.2
N -0.902 2.287 0.705 1.2 0.0 -0.4
O 0.798 1.395 -7.623 -0.5 -1.5 0.6
```
Positions in Å, forces in eV/Å.

As for the SMILES: COC[C@H](C)N.COC[C@H](C)N.COC[C@H](C)N.COC[C@H](C)N.COC[C@H](C)N.OCCO.OCCO.OCCO.OCCO.OCCO. The calculation puts the orbital gap at 8.9 eV. Its multiplicity is 1. The value obtained for the electronic energy is -70644.2562 eV.



Below is a 13-piece molecular cluster, C30H86O22 overall at a distorted geometry, with properties calculated with ωB97M-V with the def2-TZVPD basis set.

The geometry in XYZ format:
```
138
Properties=species:S:1:pos:R:3:forces:R:3
O 21.548 10.170 11.444 1.0 -0.7 -0.2
C 17.555 14.333 8.073 -1.2 0.9 0.1
H 12.588 9.264 6.348 -0.1 0.3 -0.6
O 13.998 9.496 16.671 -0.2 0.9 -0.1
H 11.199 8.285 11.257 0.1 0.0 -1.3
C 17.816 9.403 16.118 0.2 1.7 -0.5
H 17.303 8.329 10.154 -0.5 0.0 -0.3
C 13.956 12.859 16.080 1.5 0.1 1.2
H 16.553 8.360 11.678 0.1 -0.3 1.2
H 15.460 9.914 9.472 -0.9 0.4 -1.5
C 15.245 12.407 15.378 -0.2 1.8 -0.9
O 10.197 14.533 12.482 1.1 -0.1 -0.3
H 15.311 11.358 15.193 -0.5 -0.7 -0.1
O 11.222 6.326 12.868 -0.6 -0.5 -1.4
H 10.116 10.288 13.976 0.6 2.3 1.8
H 15.651 7.659 10.382 -0.2 0.3 -0.3
H 24.078 9.397 11.374 -0.3 -0.3 -0.2
H 12.473 8.821 15.419 0.0 0.1 0.5
H 10.720 8.961 8.689 0.4 1.5 -0.8
O 18.454 13.782 10.980 -1.1 0.8 1.8
H 11.698 12.106 8.608 0.3 0.4 0.1
H 20.793 10.489 11.947 -0.4 -0.2 0.3
H 16.702 11.679 10.350 -0.2 -0.4 0.0
H 11.615 10.621 17.172 0.1 0.2 -0.5
H 18.232 10.616 11.910 0.1 -0.2 -0.6
C 10.066 9.528 13.300 -1.6 -2.1 -3.1
H 11.169 6.076 9.423 0.0 0.5 0.5
C 19.467 9.617 8.862 -1.2 0.0 -0.4
H 17.623 14.587 7.018 0.2 0.0 -0.1
H 16.809 5.501 5.498 0.1 -0.2 -0.1
C 11.725 9.554 17.343 -1.1 -0.7 1.5
H 22.794 8.589 9.380 0.3 -0.1 0.3
H 11.992 11.017 9.989 -0.3 0.4 0.4
C 11.509 5.861 11.517 -0.5 -0.6 1.2
H 12.582 5.901 11.445 0.6 -0.4 -0.4
C 9.031 9.932 12.162 1.7 1.0 0.5
H 12.770 9.303 8.709 0.0 0.3 -0.7
H 15.361 14.329 7.958 -0.6 0.8 -0.1
H 11.880 9.896 12.701 0.1 0.2 -0.1
H 18.520 9.056 8.540 1.0 1.1 0.6
H 13.320 13.212 12.038 -0.1 0.4 -0.1
C 17.192 8.648 14.987 -0.1 -2.2 0.6
H 16.053 12.782 7.798 0.3 -0.7 -0.4
C 23.366 8.557 11.235 -0.1 -0.4 1.8
H 17.865 8.447 14.130 0.1 0.0 0.8
H 18.483 11.472 8.176 0.1 -0.2 0.3
H 11.142 13.689 10.895 -0.4 -0.1 -0.4
H 13.765 13.954 16.095 0.4 -0.6 -0.4
H 14.829 12.841 17.880 0.4 0.4 -0.2
H 16.879 8.029 6.192 -0.2 0.2 0.5
O 16.100 9.289 14.445 -1.1 1.3 -1.1
C 10.881 6.608 10.359 -0.4 -1.3 0.2
O 23.321 8.023 9.971 -0.3 0.0 -1.9
H 10.938 11.965 12.025 0.7 -0.2 0.5
H 18.214 14.368 12.883 0.0 -0.1 0.5
O 11.224 7.949 10.309 0.5 1.2 1.0
C 12.226 10.112 8.168 1.0 0.3 0.9
H 16.532 4.490 6.918 -0.2 -0.2 0.1
C 15.828 9.878 10.454 -0.1 -0.7 0.6
O 16.726 7.842 7.136 1.0 -0.7 -0.3
C 16.328 8.468 10.644 1.2 -0.1 0.0
H 15.172 10.034 12.464 -0.1 -0.2 0.7
H 10.241 15.445 12.760 0.0 0.3 0.2
H 13.792 9.782 11.289 -0.1 -0.8 0.1
H 11.964 9.490 18.440 0.2 -0.2 -0.9
C 18.262 12.179 12.912 -1.7 2.1 0.5
H 20.682 8.040 8.746 -0.3 0.0 0.3
C 18.696 13.529 12.398 1.4 0.0 -1.6
H 12.455 13.588 13.504 0.3 0.4 1.6
O 16.408 12.781 16.120 -0.1 0.0 0.3
H 13.228 7.313 18.055 0.5 0.1 -0.9
O 20.148 11.948 9.238 0.6 0.2 0.3
H 15.266 9.049 14.858 0.1 0.0 0.4
O 15.948 13.413 9.720 0.7 0.8 0.4
O 11.339 9.099 12.818 0.0 0.5 0.1
H 9.815 10.680 10.457 -0.2 0.0 0.4
H 10.720 9.088 17.272 0.5 0.3 -0.2
H 12.051 14.960 11.438 0.5 2.4 -0.2
H 8.715 9.101 11.558 -0.1 -0.5 -0.1
H 18.480 12.311 13.960 -0.2 -0.5 0.8
H 19.954 11.190 7.315 0.3 -0.5 0.0
O 10.871 9.787 8.133 -1.8 -2.0 0.9
H 16.608 12.099 16.805 -0.3 0.3 -1.0
H 16.825 7.693 15.423 0.5 0.0 -0.4
C 12.332 13.264 12.510 0.0 -0.4 -0.6
C 12.745 8.840 16.497 0.3 -1.9 0.6
H 23.636 7.719 11.889 0.9 0.1 -0.2
H 11.643 7.177 12.917 0.2 0.8 0.5
H 19.571 9.663 9.972 -0.5 0.1 -0.8
C 13.012 7.343 16.963 -1.4 1.0 -0.5
H 19.441 7.093 7.368 0.8 0.8 0.8
C 22.032 8.852 11.846 -0.8 1.9 -0.8
C 17.360 6.532 7.325 -1.1 0.1 -2.3
H 13.738 10.381 16.996 0.9 -0.1 -0.1
C 11.421 14.217 11.802 -0.9 -1.9 -0.4
O 20.564 8.900 8.336 1.2 0.2 -0.6
C 12.356 11.343 9.019 -0.5 -0.6 0.5
O 14.106 12.413 17.430 -1.6 -0.8 0.4
H 18.655 8.922 16.572 0.2 -1.1 0.5
H 13.376 11.617 9.203 0.6 0.6 -0.3
H 18.347 10.255 15.667 -0.6 0.6 0.1
O 9.468 11.017 11.304 0.4 -0.6 -0.1
O 16.952 10.749 10.539 0.2 0.2 0.3
H 17.365 6.362 8.381 -0.2 -0.2 0.6
C 14.763 10.214 11.492 0.3 1.0 -1.2
H 15.454 5.879 6.487 -1.0 0.0 0.4
H 15.969 9.550 16.940 0.2 -0.1 -0.2
O 16.882 9.829 17.116 0.4 0.1 -0.1
H 12.078 6.748 16.860 0.6 0.3 -0.3
H 12.180 11.020 6.123 -0.7 -0.4 0.6
O 18.927 11.096 12.381 0.3 -0.7 -0.2
H 9.804 6.534 10.454 -0.5 -0.3 0.0
C 16.444 5.494 6.525 2.1 1.1 0.6
O 11.811 11.964 12.497 -1.2 -1.0 -0.1
H 16.508 14.042 10.266 -0.8 -1.1 -1.0
H 13.729 10.571 6.573 -0.1 -0.3 0.8
H 13.770 6.949 16.253 -0.2 -0.1 1.0
H 14.555 11.267 11.368 0.0 0.6 0.3
H 20.966 11.534 9.596 -0.8 0.1 -0.4
H 13.092 12.363 15.669 -0.3 -0.2 -0.2
H 21.320 8.106 11.542 -0.4 -0.6 -0.4
C 16.153 13.713 8.320 0.9 0.8 1.3
H 18.924 6.797 5.766 -0.2 -0.1 -0.5
H 19.792 13.545 12.548 -0.3 0.5 0.0
H 17.155 12.154 12.775 0.6 -0.6 0.2
C 12.681 10.274 6.761 1.3 -0.4 -1.6
H 9.599 8.682 13.795 0.1 -0.3 0.1
O 17.888 15.546 8.825 -0.6 -2.2 0.4
H 11.111 4.829 11.516 0.5 0.4 -0.2
H 18.208 13.529 8.321 1.1 -0.3 0.1
H 8.221 10.393 12.689 -0.9 -0.2 0.4
C 18.808 6.484 6.792 -1.2 -1.8 0.7
H 18.134 15.162 9.706 0.0 0.8 -0.7
H 22.132 8.732 12.901 0.0 0.5 1.0
C 19.504 11.089 8.305 -0.3 -1.0 0.8
H 18.996 13.193 10.502 1.3 -1.5 -1.3
H 19.124 5.416 6.937 0.0 0.9 -0.4
H 15.205 12.944 14.389 0.7 -0.5 0.7
```
Positions in Å, forces in eV/Å.

The calculation puts the orbital gap at 10.3 eV. Its multiplicity is 1. The value obtained for the electronic energy is -77544.5994 eV.